DFT (ωB97M-V/def2-TZVPD) results for a cluster of 2 separate species, C6H11NO in total in a non-equilibrium geometry.

Element x y z (Å)
O: -1.344 -1.677 -0.564
C: -0.593 -1.556 0.393
C: 1.292 0.443 0.021
C: -0.790 -0.521 1.471
H: 0.330 -1.418 -2.476
C: 1.198 -0.602 -0.852
H: 1.966 0.364 0.861
H: -0.206 0.088 -2.117
H: 0.011 -2.400 0.773
H: 1.871 -1.443 -0.738
H: -0.439 1.667 -0.197
H: -2.445 0.367 0.539
C: 0.651 1.767 -0.234
H: 0.913 2.136 -1.226
H: 0.965 2.499 0.505
C: -1.798 0.352 1.404
N: 0.605 -0.518 -2.107
H: -2.001 1.068 2.184
H: -0.185 -0.616 2.361

As for the energy above the lowest of the compared OMol25 structures with the same formula, charge and spin: 61.3 kcal/mol. For the HOMO energy, the calculation gives -8.245 eV. The electronic energy comes out at -9935.7948 eV.

=====

DFT (ωB97M-V/def2-TZVPD) results for the molecule C4H7N3.

Element x y z (Å)
H: 0.325 -0.720 2.209
H: -1.747 -1.457 0.919
H: 2.127 1.969 1.198
N: 0.064 -0.377 1.299
H: 0.417 1.417 -1.418
C: -0.952 -0.858 0.519
H: -1.298 -0.445 -2.685
H: 2.804 0.500 0.908
C: -0.870 -0.241 -0.704
H: -2.109 -1.466 -1.692
N: 1.980 0.973 1.267
N: -1.750 -0.520 -1.782
C: 0.797 0.533 0.604
C: 0.211 0.692 -0.640

As for the energy above the lowest of the compared OMol25 structures with the same formula, charge and spin: 4.4 kcal/mol. For the HOMO energy, the calculation gives -7.362 eV. The electronic energy comes out at -8731.4897 eV.